(1)
Density functional theory data (ωB97M-V with the def2-TZVPD basis set) for a cluster of 2 separate species, C17H20F3Si in total in a non-equilibrium geometry.

Computed properties:
Strongest force on any atom = 2.3 eV/Å
Charge = +1
E_LUMO = -5.6 eV

Positions of all 41 atoms, in Å:
1 C -0.17715 -3.41268 -0.19670
2 Si 0.54952 -2.85447 -1.83906
3 C 2.36297 -2.39199 -1.96034
4 C -0.69120 -2.45630 -3.20475
5 H -0.32845 0.37156 -0.98185
6 H -0.28491 -4.49684 -0.33134
7 H 0.45590 -3.21935 0.68075
8 H -1.17010 -3.00130 0.01504
9 H 2.83720 -3.31521 -2.31239
10 H 2.58684 -1.58628 -2.67893
11 H 2.82740 -2.10180 -1.00395
12 H -0.81384 -3.38901 -3.75375
13 H -1.67680 -2.13505 -2.83443
14 H -0.36426 -1.68645 -3.92001
15 F 3.47093 4.31398 3.02083
16 C 3.47356 4.17216 1.65834
17 F 3.48209 5.42560 1.12069
18 F 4.68181 3.61987 1.30818
19 C 2.33055 3.34844 1.16651
20 C 1.60722 3.79302 0.06710
21 C 0.59328 2.96382 -0.38254
22 C 0.24173 1.78845 0.29924
23 C -0.89611 1.00998 -0.37549
24 C -1.92200 0.14163 0.36407
25 C -2.89939 -0.51859 -0.38267
26 C -3.83654 -1.34799 0.23778
27 C -3.72069 -1.61397 1.60372
28 C -2.68624 -1.02321 2.33429
29 C -1.78254 -0.15887 1.71315
30 C 1.07136 1.31438 1.31254
31 C 2.06762 2.14429 1.81066
32 H 1.79941 4.75033 -0.43793
33 H 0.09501 3.18121 -1.33431
34 H -1.42688 1.65059 -1.09859
35 H -2.88700 -0.39815 -1.46849
36 H -4.64216 -1.77389 -0.35163
37 H -4.43305 -2.27541 2.10300
38 H -2.57855 -1.21217 3.39359
39 H -0.93185 0.24762 2.25541
40 H 1.00850 0.28401 1.67372
41 H 2.60680 1.84803 2.71054

(2)
Density functional theory data (ωB97M-V with the def2-TZVPD basis set) for an isolated molecule of C17H20N2O2S.

Computed properties:
Strongest force on any atom = 0.7 eV/Å
Energy above the lowest of the compared OMol25 structures with the same formula, charge and spin = 41.7 kcal/mol
SMILES = COc1ccc(N2CCN(C(=O)Cc3cccs3)CC2)cc1
Charge = 0
E_LUMO = 0.7 eV

Positions of all 42 atoms, in Å:
1 C 4.70286 -1.09319 3.30766
2 H 3.78387 -0.92861 3.88000
3 O 4.65655 -0.45093 2.05873
4 C 3.66608 -0.80929 1.18589
5 C 2.70358 -1.78068 1.41725
6 C 1.73195 -2.04930 0.46800
7 C 1.68806 -1.36274 -0.74201
8 C 2.68886 -0.41359 -0.97973
9 C 3.64968 -0.13568 -0.03460
10 H 4.41223 0.60293 -0.22551
11 H 2.72990 0.10397 -1.92636
12 N 0.74594 -1.63017 -1.74242
13 C -0.18051 -2.72682 -1.58410
14 H -0.55481 -2.96768 -2.58483
15 C -1.36562 -2.35001 -0.65728
16 N -1.42138 -0.90526 -0.55414
17 C -1.19071 -0.32441 0.64687
18 O -1.17099 -0.96627 1.67824
19 C -1.00046 1.19036 0.65337
20 C -2.25204 1.90480 0.27096
21 C -3.52692 1.61687 0.64548
22 C -4.48022 2.51395 0.11042
23 C -3.91906 3.47331 -0.66468
24 S -2.20893 3.30560 -0.75899
25 H -4.39471 4.27727 -1.18972
26 H -5.53636 2.44383 0.29930
27 H -3.77388 0.78849 1.28501
28 H -0.17413 1.46980 -0.00255
29 H -0.72093 1.45563 1.67768
30 C -1.31134 -0.27395 -1.84627
31 H -1.53358 0.78839 -1.78591
32 C 0.11401 -0.51372 -2.41522
33 H 0.05202 -0.72833 -3.48861
34 H 0.71978 0.38012 -2.28001
35 H -2.06256 -0.73689 -2.49486
36 H -1.23936 -2.73992 0.35323
37 H -2.31076 -2.72462 -1.06465
38 H 0.35133 -3.60002 -1.20751
39 H 0.99800 -2.79982 0.70829
40 H 2.68087 -2.33568 2.34152
41 H 4.87528 -2.16970 3.20131
42 H 5.54219 -0.64651 3.83887

(3)
Density functional theory data (ωB97M-V with the def2-TZVPD basis set) for an isolated molecule of C17H20N2O3S2.

Computed properties:
Strongest force on any atom = 0.8 eV/Å
Energy above the lowest of the compared OMol25 structures with the same formula, charge and spin = 0.0 kcal/mol
SMILES = NS(=O)(=O)c1ccc(CCNC(=O)CSCc2ccccc2)cc1
Charge = 0
E_LUMO = 0.5 eV

Positions of all 44 atoms, in Å:
1 N 4.06798 -2.24652 0.37461
2 S 4.60509 -0.69689 0.75832
3 O 4.64771 -0.63264 2.18960
4 O 5.79770 -0.39093 0.01828
5 C 3.24369 0.25682 0.13278
6 C 3.34559 0.87966 -1.09345
7 C 2.24523 1.54276 -1.60529
8 C 1.05175 1.57707 -0.89301
9 C 0.98221 0.96318 0.35316
10 C 2.07952 0.29879 0.86982
11 H 2.05421 -0.19122 1.82987
12 H 0.05938 1.00034 0.91371
13 C -0.18635 2.15737 -1.51064
14 H 0.05325 3.02735 -2.12220
15 H -0.89639 2.45234 -0.73560
16 C -0.83071 1.08442 -2.41037
17 N -1.14353 -0.10977 -1.66814
18 C -0.29574 -1.15495 -1.60013
19 O 0.72848 -1.24192 -2.24262
20 C -0.72386 -2.25199 -0.63531
21 H -0.48482 -1.94273 0.38171
22 H -0.17382 -3.16161 -0.87434
23 S -2.50825 -2.62556 -0.70598
24 C -3.03373 -2.19414 1.00407
25 C -2.87340 -0.73859 1.29312
26 C -3.58284 0.20126 0.54826
27 C -3.42836 1.55369 0.79315
28 C -2.56325 1.98501 1.78662
29 C -1.85417 1.05772 2.53112
30 C -2.00344 -0.29724 2.28170
31 H -1.44810 -1.01508 2.86875
32 H -1.18087 1.38814 3.30810
33 H -2.44337 3.04022 1.98103
34 H -3.98670 2.27230 0.21151
35 H -4.26340 -0.14151 -0.21890
36 H -2.46631 -2.81482 1.69682
37 H -4.08257 -2.48990 1.03100
38 H -1.94435 -0.08687 -1.05139
39 H -1.74535 1.47208 -2.86548
40 H -0.12572 0.79485 -3.19292
41 H 2.30435 2.01987 -2.57199
42 H 4.28071 0.82820 -1.62767
43 H 4.40673 -2.92655 1.03653
44 H 4.31582 -2.50199 -0.56820

(4)
Density functional theory data (ωB97M-V with the def2-TZVPD basis set) for an isolated molecule of C17H20N4O5 in a non-equilibrium geometry.

Computed properties:
Strongest force on any atom = 1.1 eV/Å
Energy above the lowest of the compared OMol25 structures with the same formula, charge and spin = 21.4 kcal/mol
SMILES = CCOC(=O)c1c(C)nn(-c2ncccc2NC(=O)CCC(=O)O)c1C
Charge = 0
E_LUMO = 0.5 eV

Positions of all 46 atoms, in Å:
1 C 5.63082 3.19903 0.94420
2 C 5.45292 2.09837 -0.08450
3 H 6.12612 1.25573 0.11101
4 H 5.65542 2.46240 -1.09841
5 O 4.10514 1.63703 -0.02009
6 C 3.78395 0.63850 -0.85778
7 O 4.58059 0.15076 -1.62727
8 C 2.38785 0.23340 -0.71573
9 C 1.74422 -0.78037 -1.42330
10 N 0.46445 -0.81268 -0.96524
11 N 0.27184 0.12599 -0.01053
12 C 1.40564 0.76746 0.15866
13 C 1.52121 1.86836 1.14378
14 H 1.83436 2.78317 0.64554
15 H 2.27585 1.62555 1.88882
16 H 0.56300 2.02733 1.63149
17 C -0.57749 -1.66335 -1.36990
18 N -0.27312 -2.48745 -2.35668
19 C -1.17549 -3.33527 -2.81403
20 C -2.45721 -3.40741 -2.29809
21 C -2.79701 -2.55202 -1.26521
22 C -1.85896 -1.64617 -0.76899
23 N -2.14305 -0.76662 0.26348
24 C -3.30096 -0.62039 0.96297
25 O -4.31548 -1.25853 0.79025
26 C -3.19523 0.48131 2.00961
27 H -2.26109 0.38262 2.56436
28 H -3.18855 1.43882 1.48438
29 C -4.38886 0.41421 2.95691
30 H -4.38657 1.27701 3.62654
31 C -5.70673 0.41756 2.21225
32 O -6.68948 -0.17730 2.55608
33 O -5.69739 1.24848 1.15910
34 H -6.55127 1.20174 0.70300
35 H -4.35768 -0.49337 3.56004
36 H -1.34166 -0.15856 0.48182
37 H -3.78205 -2.57099 -0.82906
38 H -3.17515 -4.11052 -2.68798
39 H -0.84174 -3.97197 -3.62112
40 C 2.30672 -1.66496 -2.46154
41 H 3.35789 -1.42339 -2.59199
42 H 2.19429 -2.70804 -2.17404
43 H 1.77525 -1.53167 -3.40127
44 H 5.42114 2.81901 1.94054
45 H 4.95123 4.02104 0.73571
46 H 6.65233 3.56617 0.91223

(5)
Density functional theory data (ωB97M-V with the def2-TZVPD basis set) for a structure of composition C17H20N5OPW in a non-equilibrium geometry.

Computed properties:
Strongest force on any atom = 2.0 eV/Å
Energy above the lowest of the compared OMol25 structures with the same formula, charge and spin = 15.1 kcal/mol
Multiplicity = 3
Charge = +4
E_LUMO (spin up / spin down) = -15.5 / -15.5 eV
Expectation value of S² = 2.02

Positions of all 45 atoms, in Å:
1 W 0.89768 -0.18119 0.18073
2 N -2.40656 -1.79019 -2.08930
3 C -1.23540 -1.68301 -1.57522
4 N -0.83852 -0.55213 -0.90808
5 C -1.75122 0.56657 -0.85932
6 N -1.29388 1.71562 -0.47361
7 N 0.07601 1.62226 -0.26801
8 C 0.83403 2.62601 -0.55486
9 C 2.24380 2.29373 -0.67867
10 C 3.23544 3.17229 -0.98342
11 C 4.54787 2.68196 -1.17205
12 C 4.79222 1.32922 -1.05971
13 C 3.74074 0.47319 -0.75982
14 N 2.48945 0.93892 -0.57086
15 C -3.10194 0.38091 -1.31517
16 C -4.08044 1.36774 -1.18111
17 C -5.34039 1.14722 -1.70312
18 C -5.63219 -0.04142 -2.36953
19 C -4.66940 -1.03337 -2.51576
20 C -3.42355 -0.80607 -1.97802
21 H -2.62343 -2.64556 -2.60122
22 H -0.55109 -2.51243 -1.68957
23 H 0.40112 3.58967 -0.81234
24 H 3.00971 4.22810 -1.08650
25 H 5.35350 3.36694 -1.41269
26 H 5.78303 0.91929 -1.20870
27 H 3.90121 -0.59358 -0.68462
28 H -3.84676 2.29272 -0.67132
29 H -6.10423 1.90660 -1.60274
30 H -6.62042 -0.19815 -2.78308
31 H -4.90026 -1.95668 -3.03600
32 C 2.52882 -1.49166 4.07656
33 P 1.33760 -1.23389 2.82075
34 C -0.34049 -1.23881 3.38502
35 C 1.40410 -2.40785 1.38724
36 O 1.57759 0.12948 1.99648
37 H 2.35144 -2.45008 4.57831
38 H 2.40800 -0.67736 4.80197
39 H 3.53539 -1.46589 3.65282
40 H -0.65244 -2.24218 3.69194
41 H -0.99073 -0.88885 2.58040
42 H -0.45361 -0.56510 4.23937
43 H 2.17687 -3.16634 1.55773
44 H 1.76604 -1.98291 0.41068
45 H 0.46528 -2.94371 1.24441

(6)
Density functional theory data (ωB97M-V with the def2-TZVPD basis set) for an isolated molecule of C17H20N6O in a non-equilibrium geometry.

Computed properties:
Strongest force on any atom = 4.7 eV/Å
Energy above the lowest of the compared OMol25 structures with the same formula, charge and spin = 115.3 kcal/mol
SMILES = CCn1cc2c(n1)CN(C1CCOCC1)c1[nH]ccc3nnc-2c1-3
Charge = 0
E_LUMO = 0.0 eV

Positions of all 44 atoms, in Å:
1 N -3.77943 0.56379 -1.72996
2 N -3.21339 -0.72603 -1.79909
3 N 1.22819 -2.37763 -1.04917
4 O 1.19636 2.88700 3.05037
5 C -2.95278 1.48024 -1.21779
6 C -1.95700 -0.52732 -1.39894
7 C 0.53984 -1.29856 -1.07986
8 C -3.08506 2.95467 -1.15239
9 C -0.87371 -1.49362 -1.50573
10 C -1.71052 0.86774 -1.00631
11 C -2.02308 3.62063 -0.63943
12 C -1.07343 -2.77191 -1.61696
13 C -0.66436 1.53278 -0.33954
14 N -0.80738 2.87514 -0.37354
15 N 0.23683 -3.27081 -1.55508
16 N 0.46735 0.92987 0.08541
17 C 1.14479 0.02364 -0.85722
18 C 1.85910 -5.22965 -1.30525
19 C 2.15943 2.55893 2.06944
20 C -0.16516 2.53100 2.86884
21 C 0.45162 -4.73651 -1.67422
22 C 2.10334 1.03039 1.87046
23 C -0.33554 1.14948 2.46783
24 C 0.69593 0.64155 1.49842
25 H -4.01533 3.54724 -1.26134
26 H -2.13173 4.74011 -0.40391
27 H -1.97329 -3.29163 -1.78198
28 H 0.06115 3.44224 -0.42194
29 H 2.13595 -0.14213 -0.50648
30 H 1.27456 0.50705 -1.82593
31 H 2.59242 -4.74311 -1.98661
32 H 1.93789 -6.34089 -1.46220
33 H 2.34763 -4.82886 -0.39010
34 H 3.13159 2.92476 2.46605
35 H 2.03007 3.18562 1.18286
36 H -0.70269 2.79003 3.78377
37 H -0.52499 3.11029 1.99697
38 H -0.17589 -5.28844 -1.12982
39 H 0.15930 -4.95309 -2.72274
40 H 2.92735 0.54489 1.21095
41 H 2.27156 0.55101 2.75408
42 H -1.34582 0.90958 1.92844
43 H -0.23895 0.53951 3.40141
44 H 0.79729 -0.41899 1.55823